Formula: C42H68Ge2N5O6PbSi
Source: the OMol25 dataset
Level of theory: the ωB97M-V functional and the def2-TZVPD basis

```
125
Properties=species:S:1:pos:R:3
Pb -1.5415 -0.4419 0.2385
N 1.0739 1.4342 3.4741
C 0.4741 0.6928 2.5685
N -0.6613 1.0160 1.9757
C -1.2628 2.2396 2.2895
N -2.3704 2.6295 1.7374
N -2.8502 1.7960 0.7610
C -4.1189 1.7370 0.6791
C -4.7539 0.8753 -0.3224
C -5.9203 0.2145 0.0325
C -6.4609 -0.7484 -0.8059
C -5.7982 -1.0424 -1.9893
C -4.6808 -0.3062 -2.3181
N -4.1688 0.6585 -1.5253
C -0.6436 3.0849 3.3023
C -1.1974 4.3065 3.6968
C -0.5660 5.0673 4.6561
C 0.6256 4.6282 5.2370
C 1.1896 3.4253 4.8613
C 0.5461 2.6645 3.8966
H 1.9274 1.0850 3.8903
H 0.9701 -0.2378 2.3098
H -4.7569 2.2617 1.3890
H -6.3816 0.4456 0.9844
H -7.3733 -1.2636 -0.5346
H -6.1548 -1.7996 -2.6736
H -4.1828 -0.4699 -3.2617
H -2.1238 4.6348 3.2468
H -0.9958 6.0104 4.9652
H 1.1114 5.2337 5.9902
H 2.1113 3.0770 5.3125
C -3.4865 2.8795 -5.3799
C -3.8828 1.8294 -4.3339
Ge -3.0907 2.1317 -2.5729
C -3.6399 3.7639 -1.6462
C -3.7552 4.9645 -2.5932
C -1.1668 2.2374 -2.8498
C 0.1202 1.9023 -2.9858
Ge 1.4401 0.6084 -2.2850
C 1.9896 0.9926 -0.4531
C 2.8294 2.2150 -0.0902
C 2.6944 -0.0907 -3.5803
C 3.8829 0.7857 -3.9732
C 0.9543 2.7778 -3.8679
C 2.0866 3.4261 -3.3791
C 2.8543 4.2271 -4.2147
C 2.5186 4.3640 -5.5531
C 1.4105 3.6910 -6.0560
C 0.6352 2.9028 -5.2190
H -4.0090 2.6673 -6.3120
H -2.4161 2.8554 -5.5912
H -3.7462 3.8913 -5.0805
H -3.5852 0.8430 -4.6947
H -4.9680 1.8096 -4.2012
H -2.9157 3.9636 -0.8561
H -4.6013 3.5833 -1.1598
H -2.8278 5.1585 -3.1350
H -3.9860 5.8607 -2.0183
H -4.5534 4.8302 -3.3218
H -1.3292 3.1835 -3.4101
H 2.4840 0.0748 -0.1238
H 1.0415 1.0360 0.0919
H 3.7922 2.2241 -0.6018
H 3.0358 2.2074 0.9820
H 2.3175 3.1520 -0.3074
H 2.1139 -0.3731 -4.4622
H 3.0404 -1.0247 -3.1223
H 3.5676 1.6524 -4.5504
H 4.5748 0.2065 -4.5830
H 4.4312 1.1466 -3.1010
H 2.3649 3.3476 -2.3371
H 3.7167 4.7442 -3.8140
H 3.1196 4.9834 -6.2053
H 1.1520 3.7773 -7.1032
H -0.2099 2.3522 -5.6212
O -2.4450 -1.8734 1.9236
H -3.0314 -2.5977 1.6756
H -1.6222 -2.2943 2.3185
O 0.5706 -1.0029 -1.7988
H 0.6413 -1.4275 -0.6405
H 0.5309 -1.6954 -2.4659
C -1.2784 -3.3440 4.6420
C 0.1044 -2.9533 4.1543
C 1.0915 -4.0778 4.3807
C 0.5701 -1.6595 4.7940
O -0.0379 -2.6962 2.6958
Si 1.1013 -2.6830 1.4970
O 0.4031 -1.6038 0.4305
O 1.3714 -4.0731 0.7515
C 0.5877 -5.1785 0.2326
C 1.4661 -5.8635 -0.7964
C -0.6819 -4.6269 -0.4025
C 0.2470 -6.1123 1.3783
O 2.4673 -2.0201 2.0523
C 3.8852 -2.2940 1.7813
C 4.3150 -3.5294 2.5539
C 4.0997 -2.5009 0.2893
C 4.6202 -1.0586 2.2711
H -1.2353 -3.6015 5.7000
H -1.6433 -4.2186 4.0996
H -1.9892 -2.5220 4.5329
H 1.2004 -4.2439 5.4531
H 2.0711 -3.8266 3.9805
H 0.7465 -5.0090 3.9335
H 0.6030 -1.7760 5.8777
H -0.1281 -0.8487 4.5673
H 1.5723 -1.4004 4.4451
H 1.7116 -5.1793 -1.6118
H 0.9585 -6.7328 -1.2153
H 2.3948 -6.1974 -0.3333
H -0.4374 -3.8922 -1.1761
H -1.3112 -4.1551 0.3611
H -1.2577 -5.4284 -0.8659
H 1.1533 -6.4438 1.8854
H -0.2741 -6.9925 0.9997
H -0.4084 -5.6171 2.0985
H 3.7226 -4.3985 2.2587
H 4.2224 -3.3736 3.6282
H 5.3631 -3.7444 2.3446
H 3.5432 -3.3671 -0.0686
H 5.1574 -2.6733 0.0897
H 3.8000 -1.6123 -0.2703
H 4.4070 -0.8858 3.3282
H 4.3201 -0.1818 1.6893
H 5.6974 -1.1826 2.1588
```

For the orbital gap, the calculation gives 0.256 Eh. As for the charge: +3. The value obtained for the max |F| is 1.06 eV Å⁻¹. The energy above the lowest of the compared OMol25 structures with the same formula, charge and spin is 0.000 eV.


Formula: C42H70B2BrN12O2PS2W
Source: the OMol25 dataset
Level of theory: the ωB97M-V functional and the def2-TZVPD basis

```
133
Properties=species:S:1:pos:R:3
W 0.4812 -0.2188 -0.9958
C 3.8800 -1.7345 -1.9388
C 4.5511 -0.9676 -0.8069
C 5.3232 0.2476 -1.3415
C 3.6341 -0.5743 0.3303
C 4.1503 -0.2531 1.5792
C 3.0703 -0.0524 2.4100
C 3.1201 0.4203 3.8187
C 4.1574 -0.3802 4.6104
C 3.4626 1.9149 3.8452
N 1.9502 -0.2821 1.7088
N 2.2914 -0.5405 0.4023
B 0.4092 -0.4149 2.0114
N -0.1217 -1.6795 2.7940
N -0.9454 -2.3509 1.8967
C -1.5296 -3.3390 2.5342
C -1.0952 -3.3699 3.8569
C -0.2024 -2.3386 4.0223
C 0.4331 -2.3632 5.4235
C 1.3805 -3.5744 5.5042
C 1.1244 -1.1930 6.1015
C -2.4734 -4.3540 1.9546
C -1.7515 -5.6992 1.7969
C -3.1159 -3.9173 0.6500
N -0.2203 0.9994 2.1517
N -0.2172 1.6225 0.9045
C -0.6581 2.8699 1.0938
C -0.9651 3.0453 2.4439
C -0.7103 1.8635 3.0850
C -1.0648 1.7579 4.5502
C -1.7519 0.4562 4.9496
C 0.1186 2.2132 5.4200
C -1.0741 3.9969 0.1760
C -2.5210 3.7281 -0.2684
C -0.1636 4.4340 -0.9648
H 4.5159 -1.7329 -2.8252
H 2.9480 -1.2565 -2.1951
H 3.6736 -2.7690 -1.6640
H 5.2862 -1.6305 -0.3423
H 4.6632 0.9075 -1.8994
H 6.1281 -0.0897 -1.9971
H 5.7607 0.8233 -0.5240
H 5.1942 -0.1769 1.8362
H 2.1297 0.2872 4.2425
H 5.1524 -0.2192 4.1919
H 3.9465 -1.4500 4.5744
H 4.1841 -0.0624 5.6540
H 4.4464 2.0852 3.4045
H 3.4787 2.2813 4.8740
H 2.7284 2.4931 3.2808
H 0.0437 -0.6689 0.8565
H -1.4168 -4.0588 4.6233
H -0.4282 -2.5812 6.0581
H 2.2249 -3.4354 4.8251
H 0.8732 -4.4979 5.2323
H 1.7651 -3.6802 6.5219
H 2.1777 -1.1623 5.8609
H 1.0558 -1.3398 7.1813
H 0.6607 -0.2454 5.8756
H -3.2655 -4.4974 2.6960
H -0.9241 -5.6030 1.0952
H -2.4397 -6.4621 1.4256
H -1.3484 -6.0382 2.7530
H -2.3566 -3.7158 -0.1032
H -3.7039 -3.0123 0.7933
H -3.7728 -4.7047 0.2723
H -1.3693 3.9356 2.9008
H -1.8222 2.5323 4.6811
H -1.1837 -0.4217 4.6796
H -2.7152 0.3823 4.4409
H -1.9415 0.4374 6.0254
H 1.0385 1.6909 5.1762
H -0.0986 2.0817 6.4823
H 0.2999 3.2739 5.2401
H -1.1195 4.8507 0.8570
H -2.5594 2.9879 -1.0672
H -2.9837 4.6493 -0.6201
H -3.1152 3.3637 0.5728
H -0.1661 3.7343 -1.7915
H 0.8620 4.5586 -0.6142
H -0.5156 5.4002 -1.3380
C 1.3319 -4.5119 -0.3774
C 1.4962 -3.1772 -0.0332
N 0.7207 -2.4040 -0.8006
N 0.0343 -3.2325 -1.6118
C 0.3892 -4.4988 -1.3876
B -0.9530 -2.6698 -2.6503
N -1.9521 -1.8163 -1.8615
C -3.2799 -1.8767 -1.7889
C -3.7166 -0.9724 -0.8326
C -2.5615 -0.3790 -0.3550
N -1.5020 -0.9014 -0.9804
N -0.0593 -1.8097 -3.5677
C 0.2297 -2.0238 -4.8535
C 1.2847 -1.2040 -5.2074
C 1.5778 -0.4877 -4.0532
N 0.7705 -0.8704 -3.0643
H 1.8361 -5.3585 0.0545
H 2.1279 -2.7706 0.7335
H -0.0608 -5.3008 -1.9493
H -1.4945 -3.5351 -3.2645
H -3.8290 -2.5540 -2.4191
H -4.7308 -0.7593 -0.5447
H -2.4329 0.3907 0.3883
H -0.3291 -2.7415 -5.4306
H 1.7613 -1.1207 -6.1683
H 2.3114 0.2870 -3.9062
C -4.1584 4.1197 -5.5928
C -3.3564 3.9460 -4.3144
C -3.8839 4.8108 -3.1881
O -3.4410 2.5587 -3.9082
P -2.3310 1.4591 -4.2675
S -3.1882 -0.1861 -4.8673
S -0.9227 1.5177 -2.7689
O -1.6553 2.2281 -5.5079
C -0.2924 2.1955 -5.9295
C 0.2387 3.6189 -5.9163
C -0.2377 1.5621 -7.3076
H -4.0631 5.1443 -5.9581
H -5.2123 3.9034 -5.4062
H -3.7951 3.4358 -6.3588
H -2.3133 4.2009 -4.5027
H -4.8448 4.4274 -2.8403
H -4.0136 5.8345 -3.5438
H -3.1822 4.8169 -2.3598
H 0.2787 1.6033 -5.2181
H -0.3815 4.2557 -6.5509
H 1.2662 3.6387 -6.2851
H 0.2293 4.0117 -4.8980
H -0.8528 2.1361 -8.0034
H -0.6179 0.5408 -7.2696
H 0.7905 1.5487 -7.6748
Br 2.0226 1.7526 -1.5435
```

For the orbital gap (alpha / beta), the calculation gives 0.255 / 0.246 Eh. The value obtained for the max |F| is 1.19 eV Å⁻¹. Its spin multiplicity is 3.


Formula: C42H70CaOP3Si2
Source: the OMol25 dataset
Level of theory: the ωB97M-V functional and the def2-TZVPD basis

```
119
Properties=species:S:1:pos:R:3
Ca 1.2084 0.5280 -0.5155
C 2.0531 1.4091 5.5570
C 0.7694 1.1610 4.7723
C 0.1606 2.4924 4.3141
P 0.8901 0.0612 3.2154
C 2.4136 -0.9990 3.5390
C 2.3273 -2.3026 2.7431
C 3.6592 -0.2213 3.1100
C -0.4622 -1.1373 3.6070
C -0.6505 -1.6324 4.9018
C -1.7659 -2.3881 5.2169
C -2.7288 -2.6239 4.2420
C -2.5167 -2.1832 2.9466
C -1.3635 -1.4815 2.5808
Si -0.7749 -1.2196 0.7369
C -0.8531 -3.0694 0.1588
C -0.9454 -4.1926 0.9835
C -1.0954 -5.4707 0.4647
C -1.1795 -5.6538 -0.9080
C -1.0489 -4.5598 -1.7512
C -0.8573 -3.2771 -1.2389
P -0.4322 -1.7916 -2.2464
C -1.8852 -1.5124 -3.4038
C -1.4161 -0.5649 -4.5145
C -2.6671 -2.7019 -3.9459
C 0.9651 -2.4469 -3.3129
C 0.7641 -3.4499 -4.4455
C 2.0555 -2.9248 -2.3462
C -2.5187 -0.7024 0.0178
C -3.5369 -1.6308 -0.2410
C -4.8227 -1.2461 -0.5833
C -5.1397 0.1024 -0.6625
C -4.1477 1.0432 -0.4472
C -2.8400 0.6572 -0.1382
P -1.4828 1.8776 0.0604
C -2.2474 3.2598 1.0890
C -2.8708 2.5786 2.3138
C -3.1779 4.3259 0.5135
C -1.2448 2.5013 -1.6986
C -2.4675 2.7755 -2.5700
C -0.2923 3.6992 -1.6829
H 1.8264 2.0111 6.4416
H 2.5175 0.4820 5.8974
H 2.7794 1.9625 4.9585
H 0.0457 0.6897 5.4364
H 0.8424 3.0178 3.6458
H -0.7697 2.3159 3.7717
H -0.0587 3.1387 5.1702
H 2.4714 -1.2406 4.6053
H 2.2748 -2.0915 1.6717
H 3.2111 -2.9191 2.9293
H 1.4440 -2.8808 3.0101
H 3.5945 0.0177 2.0453
H 3.7666 0.7190 3.6517
H 4.5632 -0.8142 3.2754
H 0.0841 -1.4301 5.6744
H -1.8942 -2.7760 6.2210
H -3.6288 -3.1759 4.4884
H -3.2590 -2.4144 2.1923
H -0.9188 -4.0692 2.0604
H -1.1633 -6.3229 1.1318
H -1.3394 -6.6428 -1.3220
H -1.1069 -4.7182 -2.8188
H -2.5681 -0.9498 -2.7608
H -0.9117 -1.1141 -5.3133
H -2.2601 -0.0267 -4.9542
H -0.7084 0.1646 -4.1125
H -2.0512 -3.3449 -4.5773
H -3.0788 -3.3006 -3.1333
H -3.5046 -2.3396 -4.5511
H 1.3160 -1.5111 -3.7512
H 0.4695 -4.4360 -4.0864
H 0.0274 -3.1030 -5.1707
H 1.7153 -3.5682 -4.9742
H 1.7462 -3.8285 -1.8181
H 2.9824 -3.1429 -2.8837
H 2.2700 -2.1493 -1.6058
H -3.3179 -2.6901 -0.1720
H -5.5805 -1.9969 -0.7786
H -6.1495 0.4222 -0.8918
H -4.3978 2.0914 -0.5245
H -1.3433 3.7805 1.4260
H -3.8527 2.1707 2.0700
H -2.2519 1.7447 2.6554
H -2.9856 3.2847 3.1399
H -4.1575 3.9282 0.2494
H -3.3351 5.0957 1.2743
H -2.7521 4.8089 -0.3653
H -0.6959 1.6654 -2.1546
H -3.0712 3.5951 -2.1749
H -2.1360 3.0562 -3.5741
H -3.0992 1.8948 -2.6640
H -0.7545 4.5728 -1.2187
H 0.6243 3.4604 -1.1368
H -0.0116 3.9670 -2.7038
C 3.7751 0.5954 -3.1371
C 2.3580 1.1313 -3.4050
C 2.0441 0.9363 -4.9023
O 1.4189 0.5651 -2.5730
H 4.5037 1.0568 -3.8084
H 3.7821 -0.4881 -3.2907
H 4.0662 0.8120 -2.1063
H 2.4044 2.2301 -3.2509
H 2.1445 -0.1164 -5.1830
H 2.7314 1.5203 -5.5196
H 1.0212 1.2529 -5.1154
C 4.9961 1.6330 0.5753
Si 3.1759 2.3203 0.4393
C 3.4568 3.8689 -0.6953
C 3.0627 3.2343 2.1374
H 5.7242 2.3249 0.1393
H 5.1157 0.6720 0.0651
H 5.2798 1.4759 1.6206
H 4.3115 4.4698 -0.3641
H 2.5805 4.5255 -0.6927
H 3.6386 3.5783 -1.7354
H 3.9122 3.9088 2.2947
H 3.0565 2.5139 2.9619
H 2.1467 3.8296 2.2123
```

For the orbital gap, the calculation gives 0.231 Eh. As for the charge: -1. The value obtained for the max |F| is 1.40 eV Å⁻¹.


| no. | energy (a.u.) |
| --- | --- |
| 1 | -7002.003030 |
| 2 | -6278.756826 |
| 3 | -3998.376261 |